107
Properties=species:S:1:pos:R:3:forces:R:3:mulliken_charge:R:1 method="wB97M-V/def2-TZVPD" lumo_energy_ev="3.82 / 3.79" homo_lumo_gap_ev="2.6 / 8.6" spin_multiplicity=2 e_homo_ev="1.17 / -4.81" charge=-2
As -0.5410 0.1385 -0.1603 -0.010 0.563 -0.549 1.480
F 0.5321 1.4315 0.3738 1.264 1.546 0.983 -0.500
F 0.6941 -0.1716 -1.4666 0.793 -0.277 -1.112 -0.490
F -1.7170 -0.9980 -0.9291 -1.259 -1.707 -0.860 -0.541
F -1.7954 0.5621 1.0747 -0.937 0.325 1.285 -0.558
F -1.3052 1.4240 -1.1981 -0.430 0.779 -0.852 -0.566
F 0.3124 -1.0326 0.9895 0.505 -1.107 0.745 -0.436
C -1.2103 5.4998 0.8537 1.711 0.341 0.197 -0.545
C -1.9560 6.7844 0.5907 0.035 1.218 1.429 -0.636
C -3.2820 6.2867 0.1422 -0.570 0.848 0.785 -0.502
O -3.0727 5.0392 -0.4042 -1.025 -0.925 -1.333 -0.429
C -1.7224 4.5813 -0.2036 -1.271 0.626 0.294 0.432
H -1.3669 5.1351 1.8689 -0.139 -0.025 -0.064 0.295
H -0.1375 5.5682 0.6735 0.197 0.239 0.464 0.280
H -1.5761 7.5462 -0.0901 0.637 -0.617 -0.443 0.290
H -2.1529 7.3764 1.4844 0.367 -0.041 0.407 0.303
H -3.6874 7.1120 -0.4433 -0.525 -0.603 -1.109 0.251
H -3.9705 6.1999 0.9827 -0.171 -0.165 0.307 0.316
H -1.1954 4.8348 -1.1234 0.223 -0.897 -0.184 -0.115
H -1.7913 3.5477 0.1358 0.511 -0.140 -0.770 0.008
O 3.3761 -1.8816 -5.3337 -0.887 -1.262 2.760 -0.653
S 2.5639 -2.1474 -4.1136 -1.136 3.805 -0.628 1.154
O 2.0863 -3.4267 -3.6605 1.319 0.304 -0.277 -0.548
O 3.2640 -1.3725 -2.7488 -1.192 -2.051 -2.522 -0.196
C 3.8557 -0.0556 -2.9141 -0.490 -0.304 2.008 0.254
C 4.2726 0.3069 -1.4300 0.625 0.311 -1.479 -1.134
C 0.9967 -1.1627 -4.4764 -0.111 0.195 0.197 -0.797
H 3.0756 0.6215 -3.2622 0.302 0.025 -0.191 -0.221
H 4.7004 -0.1500 -3.5965 -0.037 0.324 0.052 0.450
H 3.4559 0.4879 -0.7311 -0.252 -0.494 -0.334 0.096
H 4.8527 1.2295 -1.4525 -0.020 0.277 -0.227 0.330
H 4.9877 -0.4311 -1.0666 -0.347 -0.283 0.143 0.430
H 1.1632 -0.0981 -4.6405 0.679 -0.074 0.263 0.189
H 0.1859 -1.2244 -3.7505 0.707 -0.298 0.760 0.137
H 0.5014 -1.4816 -5.3935 0.772 -0.672 -0.306 0.464
O 4.7902 -3.2051 1.7440 -0.799 -1.156 0.428 -0.625
S 3.9388 -4.3674 1.5997 -2.324 2.828 -0.538 1.149
O 4.5184 -5.5949 1.1841 0.421 -1.158 0.243 -0.642
O 3.0577 -4.4961 2.9924 2.821 1.533 -1.416 -0.149
C 2.3097 -5.6147 3.3491 -0.590 0.333 2.022 0.003
C 3.1357 -6.8094 3.7797 0.795 -1.061 -1.717 -1.073
C 2.5067 -4.0382 0.4643 1.118 -0.446 1.305 -0.754
H 1.4677 -5.6736 2.6594 0.147 -0.999 -0.126 0.203
H 1.9069 -5.2391 4.2898 -0.735 0.039 -0.058 0.139
H 2.6082 -7.7280 3.5228 -0.104 -0.127 0.387 0.360
H 3.5638 -6.8630 4.7807 -0.775 0.479 0.292 0.317
H 4.0334 -6.8553 3.1633 -0.040 -0.019 -0.295 0.273
H 2.9023 -3.8647 -0.5365 -0.155 -0.251 0.065 0.359
H 1.8649 -3.2250 0.8034 0.334 0.241 0.125 0.159
H 1.9854 -4.9806 0.6323 -0.251 -0.001 -0.776 0.276
O -0.8671 -5.7188 0.6534 -0.742 0.050 -0.658 -0.493
S -1.9282 -5.5709 -0.3191 -1.573 0.620 -2.873 1.028
O -2.5730 -6.7740 -0.9296 1.166 2.686 2.012 -0.669
O -3.1103 -4.5729 0.2828 0.433 -1.347 -0.602 -0.366
C -2.6941 -3.4315 1.0670 -0.045 1.490 1.435 0.480
C -3.8848 -2.4530 1.4538 0.026 -1.303 -1.401 -1.168
C -1.4312 -4.4431 -1.8170 0.209 -1.078 2.022 -0.480
H -1.9458 -2.8123 0.5723 0.008 -0.208 -0.367 -0.178
H -2.2291 -3.8076 1.9783 -0.083 -0.086 0.044 0.227
H -3.7012 -1.8378 2.3346 0.360 -0.295 -0.065 0.371
H -4.8124 -3.0154 1.5600 0.024 -0.276 0.492 0.445
H -4.1211 -1.7921 0.6198 0.461 0.158 -0.073 0.112
H -0.5000 -4.8862 -2.1702 -0.101 0.139 -0.161 0.346
H -1.2649 -3.4575 -1.3823 0.087 0.066 -0.106 -0.072
H -2.2227 -4.4104 -2.5657 -0.011 -0.353 0.355 0.351
O -6.6473 -0.0014 -2.0509 -0.951 0.711 0.270 -0.603
S -6.4066 1.4161 -2.1670 1.779 1.096 -2.018 1.141
O -7.2633 2.3497 -2.9487 1.095 -1.982 2.473 -0.633
O -6.1170 2.0497 -0.6664 -1.304 -0.799 -2.760 -0.309
C -5.3489 1.2286 0.2090 1.107 1.091 2.276 0.258
C -4.9777 2.2665 1.3180 1.265 -0.972 0.473 -1.105
C -4.7394 1.5747 -3.0202 -1.360 0.327 1.330 -0.683
H -4.4173 0.8318 -0.1944 0.138 0.404 -0.556 0.010
H -5.8436 0.3379 0.5962 -0.739 0.329 -0.118 0.296
H -4.2324 2.9799 0.9662 -0.482 0.299 -0.609 0.035
H -4.3640 1.8055 2.0919 -0.112 -0.681 0.067 0.368
H -5.7595 2.7769 1.8805 -0.466 -0.120 -0.625 0.373
H -4.3929 2.4738 -2.5106 0.502 0.110 -0.578 0.097
H -4.9850 1.7026 -4.0745 0.084 0.151 0.212 0.454
H -4.0613 0.7395 -2.8451 -0.279 0.005 0.231 0.240
O 2.2577 5.0867 -3.9517 0.329 -1.392 -0.111 -0.677
S 2.5029 3.7064 -3.5364 0.769 1.642 0.912 1.215
O 2.9013 2.6867 -4.5031 -0.482 1.513 1.679 -0.590
O 3.7587 3.8171 -2.4013 -1.866 -1.039 -1.025 -0.287
C 3.7429 4.8657 -1.3997 2.479 -0.078 -0.720 -0.240
C 5.0741 5.5925 -1.7341 -1.207 1.260 0.312 -1.212
C 1.1336 3.1908 -2.4784 1.211 -0.730 -1.607 -0.321
H 3.9677 4.4713 -0.4088 -0.888 -0.689 -0.021 0.289
H 2.8449 5.4834 -1.3849 0.145 -0.049 -0.334 0.372
H 5.0539 5.8922 -2.7819 0.259 -0.139 0.018 0.298
H 5.9714 5.0350 -1.4655 -0.303 -0.353 -0.261 0.293
H 5.1036 6.5060 -1.1402 0.132 0.256 0.089 0.398
H 1.6424 2.3930 -1.9374 -0.817 -0.022 0.745 0.037
H 0.4584 2.7435 -3.2078 -0.334 -0.063 0.348 0.418
H 0.6775 4.0325 -1.9571 0.415 -0.317 0.097 -0.069
F -1.5298 -1.6667 5.3885 -1.116 -0.075 0.472 -0.322
C -0.2410 -1.5980 5.0926 2.160 0.901 -1.313 0.164
C 0.1616 -0.8876 3.9569 -0.173 -0.430 0.599 -0.334
C 1.5233 -0.8457 3.6393 -0.615 -0.549 0.921 -0.692
C 2.4325 -1.5687 4.4219 0.063 0.232 0.531 -0.096
C 2.0462 -2.2430 5.6147 -0.710 0.956 -1.693 -0.724
C 0.6919 -2.1873 5.9273 -0.485 -0.411 0.504 -0.220
H -0.5953 -0.4052 3.3563 0.080 0.099 -0.278 0.557
H 1.8297 -0.2584 2.7863 0.077 -0.207 -0.109 0.433
H 3.4574 -1.4991 4.0886 0.241 -0.389 0.223 0.359
H 2.7045 -2.8263 6.2415 0.281 0.215 -0.060 0.427
H 0.2830 -2.5896 6.8424 0.160 -0.390 0.179 0.362

---

48
Properties=species:S:1:pos:R:3:forces:R:3:mulliken_charge:R:1 method="wB97M-V/def2-TZVPD" lumo_energy_ev=0.45 smiles="CC1(C)Cc2cc(Cl)ccc2C(N[C@@H](Cc2ccccc2)c2nnco2)=N1" homo_lumo_gap_ev=9.1 e_homo_ev=-8.66
Cl -5.3630 -0.7267 3.1917 -1.835 -0.585 0.518 -0.205
N 4.4735 -0.2246 3.7798 1.987 -2.699 3.251 -0.651
N 0.5676 -0.6913 -0.0479 0.804 0.274 0.211 -0.610
N 3.9244 0.8346 3.2243 -0.528 0.608 -2.468 -0.202
O 3.3192 -0.9967 2.1782 -0.653 0.469 -1.908 -0.257
C 4.1180 -1.3326 3.1994 -0.640 2.331 0.102 0.089
C 0.1430 -0.0440 0.9804 1.423 -0.346 -1.728 0.247
C 3.2978 0.3818 2.1738 -0.702 -0.069 0.908 0.049
C 1.3133 5.0809 -2.1477 -0.326 0.994 0.121 -0.337
C 2.2067 4.0925 -2.4191 1.000 -1.667 0.270 -0.545
C 0.8413 5.2234 -0.8505 2.183 -2.137 -0.705 -0.847
C -2.8055 -0.1351 3.3888 -0.343 -1.103 -2.344 -0.891
C -1.5884 0.1751 2.7952 -1.530 -0.733 1.943 -0.790
C 2.7317 3.3372 -1.3065 0.793 -0.281 -2.515 -0.323
C 1.2802 4.4201 0.2156 -2.623 2.315 -1.128 -0.184
C -3.4082 -1.1418 1.2854 0.320 0.138 1.458 -0.823
C -3.7964 -0.7806 2.6535 3.306 0.530 -4.183 0.130
C -1.2396 -0.2690 1.5517 3.585 1.973 0.849 1.022
C 2.2045 3.5071 0.0255 4.176 -2.919 -1.841 0.685
C -2.0838 -0.9497 0.7858 -3.254 -1.935 -0.387 0.628
N 1.0080 0.9281 1.5361 0.545 -2.393 -1.552 -0.026
C 0.0441 -3.1342 -0.0075 -0.121 0.797 0.191 -1.454
C 0.0550 -1.8462 -2.1748 1.965 0.789 -1.223 -1.895
C 2.8276 2.7629 1.1980 0.396 -2.367 -1.318 -1.275
C -1.6292 -1.4104 -0.5852 -2.648 -0.116 1.398 -1.770
C 2.4577 1.1835 1.1898 -1.387 0.759 1.704 0.172
C -0.2041 -1.7432 -0.7040 -0.214 -0.304 1.450 1.577
H 4.2399 -2.3782 3.4674 0.240 0.487 -0.134 0.396
H 1.1332 5.7676 -2.9969 -0.694 -0.299 0.914 0.324
H 2.3755 3.9700 -3.5437 0.715 -0.353 1.977 0.269
H 0.1546 5.9263 -0.7163 -2.849 2.954 0.973 0.516
H -3.0735 0.0058 4.3744 0.055 1.004 2.091 0.464
H -0.9754 0.6205 3.5182 1.604 0.803 0.267 0.499
H 3.6327 2.6848 -1.6916 -1.910 0.815 1.707 0.203
H 0.8432 4.4913 1.1766 -0.449 0.474 0.855 0.432
H -4.0955 -1.6015 0.6003 -0.515 -0.188 0.048 0.414
H 0.4609 1.5589 2.0019 -0.640 2.415 1.641 0.287
H 0.7146 -3.7353 -0.5776 0.627 -0.408 -0.589 0.423
H 0.5304 -2.9963 0.9677 -0.468 -0.032 -0.124 0.343
H -0.8928 -3.7058 0.0692 0.283 0.240 0.213 0.277
H 1.1297 -2.0494 -2.2825 -0.124 -0.009 -0.246 0.420
H -0.4654 -2.6679 -2.6306 -0.404 -0.521 -0.007 0.428
H -0.1483 -0.9485 -2.8207 -0.012 -0.521 1.054 0.359
H 2.6442 3.2493 2.1329 -0.350 0.057 0.625 0.516
H 3.9187 2.7432 1.0556 -0.253 0.189 0.140 0.488
H -2.2223 -2.2893 -0.8685 -0.174 0.455 -0.258 0.545
H -1.8740 -0.5498 -1.1680 -0.149 0.426 -1.159 0.488
H 2.6746 0.8037 0.2230 -0.213 -0.310 -1.062 0.395